No. 1
{
  "formula": "C3H7NO2",
  "method": "ωB97M-V with the def2-TZVPD basis set",
  "multiplicity": 1,
  "e_above_lowest_kj_mol": 551.6,
  "homo_lumo_gap_ev": 9.734,
  "fmax_ev_per_a": 10.98,
  "lumo_ev": 0.3,
  "elements": ["C", "C", "C", "H", "H", "H", "H", "H", "H", "H", "N", "O", "O"],
  "xyz": [[0.799334, -0.677729, -1.109796], [0.212412, -0.154784, 0.145871], [-0.262477, 1.325115, -0.020018], [1.141522, -1.755440, -0.824618], [0.149123, -0.594185, -2.074237], [1.680467, 0.097995, -1.632324], [0.921709, -0.752737, 0.851090], [-1.960834, -0.434504, 1.190274], [-0.587299, -1.683750, 0.823237], [-0.268349, 1.980939, 1.966988], [-0.985430, -1.030996, 0.367937], [-0.852283, 1.724654, 1.215655], [0.012107, 1.955421, -0.900059]],
  "forces_ev_per_a": [[2.24, 0.88, -4.35], [-1.14, -2.07, -0.12], [1.43, -5.32, 8.89], [-0.24, 1.91, -1.51], [0.41, -0.80, 2.07], [-1.70, -2.49, 2.25], [-0.30, 3.35, 0.22], [4.33, -2.39, -2.96], [2.19, -6.38, 4.65], [-0.17, -0.42, -1.31], [-7.09, 8.21, -1.67], [-0.48, 0.88, -0.47], [0.52, 4.64, -5.70]],
  "nbo_charge": [-0.63, -0.25, 0.85, 0.21, 0.23, 0.23, 0.22, 0.35, 0.31, 0.51, -0.78, -0.79, -0.47]
}

No. 2
{
  "formula": "C3H7NO2",
  "method": "ωB97M-V with the def2-TZVPD basis set",
  "multiplicity": 1,
  "e_above_lowest_kj_mol": 50.8,
  "homo_lumo_gap_ev": 10.321,
  "fmax_ev_per_a": 0.39,
  "lumo_ev": 0.7,
  "smiles": "NC(=O)CCO",
  "elements": ["N", "C", "O", "C", "C", "O", "H", "H", "H", "H", "H", "H", "H"],
  "xyz": [[-1.484515, -0.995190, -0.751677], [-0.797386, 0.102524, -1.192275], [-0.655701, 0.368451, -2.372146], [-0.229943, 0.974349, -0.081625], [1.072847, 0.399567, 0.459874], [0.773165, -0.835559, 1.095994], [-1.238308, -1.349054, 0.161956], [-1.714304, -1.678815, -1.458351], [-0.948159, 1.062956, 0.741121], [-0.050922, 1.966677, -0.502071], [1.784110, 0.260506, -0.367051], [1.520762, 1.102583, 1.176221], [1.591209, -1.333915, 1.200453]],
  "forces_ev_per_a": [[0.07, -0.05, -0.08], [0.02, -0.01, -0.11], [-0.07, -0.02, 0.30], [0.00, 0.09, 0.00], [0.08, 0.33, -0.18], [0.23, -0.21, 0.09], [-0.07, 0.05, -0.09], [0.02, 0.07, 0.05], [0.09, -0.02, -0.10], [0.01, -0.14, 0.05], [-0.12, -0.03, 0.13], [-0.10, -0.10, -0.10], [-0.15, 0.04, 0.05]],
  "nbo_charge": [-0.83, 0.68, -0.61, -0.52, -0.06, -0.74, 0.41, 0.39, 0.22, 0.24, 0.17, 0.17, 0.48]
}

No. 3
{
  "formula": "C3H7NO2",
  "method": "ωB97M-V with the def2-TZVPD basis set",
  "multiplicity": 1,
  "e_above_lowest_kj_mol": 67.6,
  "homo_lumo_gap_ev": 11.244,
  "fmax_ev_per_a": 1.44,
  "lumo_ev": 1.0,
  "smiles": "CCOC(N)=O",
  "elements": ["C", "C", "O", "C", "N", "O", "H", "H", "H", "H", "H", "H", "H"],
  "xyz": [[1.845250, -0.158751, 0.112236], [0.759885, -0.807259, -0.730587], [-0.364780, 0.211433, -0.781835], [-1.204790, 0.127328, 0.282390], [-2.288821, 0.974740, 0.259264], [-1.047637, -0.673510, 1.181299], [1.966155, -0.568293, 1.118805], [1.319297, 0.780194, 0.182963], [2.814908, 0.034413, -0.361184], [1.066511, -0.968060, -1.770376], [0.339359, -1.709228, -0.288947], [-2.347099, 1.810060, -0.299640], [-2.858237, 0.946934, 1.095613]],
  "forces_ev_per_a": [[-0.26, 0.33, 0.04], [-0.60, 0.39, -0.04], [-0.16, -0.83, -0.08], [0.05, -0.43, 0.14], [0.27, -0.03, -0.05], [-0.07, 0.16, -0.09], [-0.05, -0.08, -0.32], [0.83, 0.90, 0.76], [-0.31, -0.38, -0.04], [-0.38, 0.18, 0.26], [0.11, 0.07, -0.19], [0.27, -0.25, -0.13], [0.30, -0.01, -0.26]],
  "nbo_charge": [-0.66, -0.07, -0.54, 0.88, -0.85, -0.66, 0.23, 0.23, 0.21, 0.20, 0.22, 0.40, 0.41]
}

No. 4
{
  "formula": "C3H7NO2",
  "method": "ωB97M-V with the def2-TZVPD basis set",
  "multiplicity": 1,
  "e_above_lowest_kj_mol": 372.2,
  "homo_lumo_gap_ev": 9.221,
  "fmax_ev_per_a": 1.76,
  "lumo_ev": -0.2,
  "smiles": "C[C@@H](CO)N=O",
  "elements": ["C", "C", "C", "O", "N", "O", "H", "H", "H", "H", "H", "H", "H"],
  "xyz": [[-0.906005, 1.365271, 0.272792], [-0.415336, -0.034929, -0.146396], [1.111072, -0.169884, 0.037759], [1.679753, -1.083670, -0.864854], [-1.061595, -1.134106, 0.593226], [-1.054773, -2.116737, -0.116091], [-1.992533, 1.487978, 0.230103], [-0.600588, 1.625573, 1.300894], [-0.461345, 2.126505, -0.378005], [-0.553673, -0.487323, -1.147478], [1.364852, -0.416800, 1.078437], [1.544681, 0.805299, -0.198941], [1.345493, -1.967175, -0.661441]],
  "forces_ev_per_a": [[0.00, -0.17, -0.17], [0.16, -0.04, -0.17], [0.01, 0.26, 0.25], [0.06, -0.30, 0.12], [0.29, -0.60, -0.22], [-0.40, -0.09, 0.98], [0.15, -0.21, -0.09], [0.00, -0.38, -0.33], [-0.08, -0.22, 0.01], [-0.18, 1.72, -0.30], [-0.06, 0.08, -0.07], [0.01, -0.12, 0.07], [0.05, 0.08, -0.08]],
  "nbo_charge": [-0.63, -0.21, -0.06, -0.70, 0.17, -0.31, 0.23, 0.22, 0.22, 0.23, 0.17, 0.19, 0.47]
}

No. 5
{
  "formula": "C3H7NO2",
  "method": "ωB97M-V with the def2-TZVPD basis set",
  "multiplicity": 1,
  "e_above_lowest_kj_mol": 84.1,
  "homo_lumo_gap_ev": 9.904,
  "fmax_ev_per_a": 1.85,
  "lumo_ev": 0.8,
  "smiles": "C[C@H](N)C(=O)O",
  "elements": ["C", "C", "N", "C", "O", "O", "H", "H", "H", "H", "H", "H", "H"],
  "xyz": [[0.404910, 0.600494, -1.123318], [0.496511, 0.105985, 0.316955], [1.236225, -1.118315, 0.484056], [-0.958438, -0.109470, 0.771743], [-1.473633, -1.183780, 0.845206], [-1.650806, 1.063662, 0.818072], [0.226910, -0.235237, -1.808479], [1.356617, 1.021565, -1.447579], [-0.425292, 1.291606, -1.185847], [0.810840, 0.887216, 1.030746], [0.795727, -1.800379, 1.071075], [1.740906, -1.363798, -0.345587], [-2.560478, 0.840450, 0.572952]],
  "forces_ev_per_a": [[0.51, -0.41, -0.03], [-1.10, -0.28, 1.46], [0.48, 1.43, 0.03], [0.37, 0.13, -1.55], [-0.49, -0.31, 0.53], [0.10, -0.30, -0.04], [-0.23, -0.05, 0.26], [-0.13, 0.38, 0.08], [0.23, 0.40, -0.33], [0.49, 0.16, -0.57], [0.02, -0.44, -0.46], [-0.13, -0.75, 0.15], [-0.12, 0.05, 0.45]],
  "nbo_charge": [-0.62, -0.14, -0.86, 0.78, -0.59, -0.70, 0.21, 0.22, 0.23, 0.19, 0.40, 0.38, 0.50]
}

No. 6
{
  "formula": "C3H7NO2",
  "method": "ωB97M-V with the def2-TZVPD basis set",
  "multiplicity": 1,
  "e_above_lowest_kj_mol": 668.3,
  "homo_lumo_gap_ev": 9.957,
  "fmax_ev_per_a": 8.05,
  "lumo_ev": 0.6,
  "elements": ["C", "C", "C", "H", "H", "H", "H", "H", "H", "H", "N", "O", "O"],
  "xyz": [[0.989116, -1.202134, 0.038566], [-0.600931, 0.360938, -0.003441], [0.417860, 1.474165, 0.030478], [1.368824, -0.707789, 0.937098], [1.360980, -2.323915, 0.204198], [1.536346, -1.028941, -0.787623], [1.003214, 1.287718, 0.767667], [-0.188539, 2.436778, 0.312640], [1.011267, 1.820200, -0.891248], [-1.973585, -1.328243, -0.469534], [-1.779733, 0.636018, -0.153906], [-0.398561, -0.875037, -0.143649], [-2.746264, -0.549752, 0.158753]],
  "forces_ev_per_a": [[0.28, -3.55, 3.30], [0.53, 3.33, -1.77], [-4.30, 3.71, -4.61], [0.01, 0.04, -0.39], [-2.19, 1.81, -0.08], [1.69, 1.57, -2.93], [4.23, -0.84, 4.71], [1.00, -1.93, -0.48], [-0.94, -1.29, 1.07], [-3.97, 2.71, 2.98], [-7.19, 1.89, 2.06], [4.99, -6.29, 0.63], [5.86, -1.15, -4.49]],
  "nbo_charge": [-0.26, 0.47, -0.67, 0.19, 0.21, 0.18, 0.20, 0.26, 0.24, 0.45, -0.19, -0.49, -0.59]
}

No. 7
{
  "formula": "C3H7NO2S",
  "method": "ωB97M-V with the def2-TZVPD basis set",
  "multiplicity": 1,
  "e_above_lowest_kj_mol": 211.8,
  "homo_lumo_gap_ev": 10.258,
  "fmax_ev_per_a": 1.65,
  "lumo_ev": 0.4,
  "elements": ["C", "C", "C", "N", "O", "O", "S", "H", "H", "H", "H", "H", "H", "H"],
  "xyz": [[0.063299, 0.084388, -0.221586], [2.395684, -0.573629, 0.411858], [1.507423, 0.431339, -0.319286], [-4.139750, 0.662306, -0.262708], [-0.799522, 0.859530, 0.113097], [-2.665199, -1.277169, -0.384067], [-3.024148, -0.127279, 0.419312], [-0.202896, -0.953155, -0.489651], [3.434607, -0.271724, 0.302623], [2.275188, -1.575073, 0.005351], [2.153116, -0.597499, 1.471617], [1.763216, 0.427907, -1.383682], [1.667018, 1.436720, 0.073570], [-4.428033, 1.473338, 0.263558]],
  "forces_ev_per_a": [[0.05, -0.12, -0.16], [-0.09, 0.11, -0.09], [0.28, 0.18, 0.12], [0.77, -0.60, -0.01], [0.33, 0.35, 0.00], [0.29, -0.09, 0.22], [-1.56, 0.19, -0.53], [-0.13, -0.05, 0.01], [0.07, -0.11, 0.04], [0.04, -0.10, 0.00], [0.03, -0.04, 0.10], [-0.02, 0.04, -0.03], [-0.10, 0.01, -0.12], [0.04, 0.25, 0.44]],
  "nbo_charge": [0.47, -0.60, -0.51, -0.99, -0.55, -0.91, 1.48, 0.14, 0.22, 0.21, 0.21, 0.23, 0.23, 0.37]
}

No. 8
{
  "formula": "C3H7NO2S",
  "method": "ωB97M-V with the def2-TZVPD basis set",
  "multiplicity": 1,
  "e_above_lowest_kj_mol": 173.7,
  "homo_lumo_gap_ev": 9.395,
  "fmax_ev_per_a": 4.21,
  "lumo_ev": 0.6,
  "smiles": "C[C@](O)(S)C(N)=O",
  "elements": ["C", "C", "O", "S", "C", "N", "O", "H", "H", "H", "H", "H", "H", "H"],
  "xyz": [[0.524741, -0.829230, -1.213190], [0.424002, 0.220395, -0.158780], [1.069388, 1.365237, -0.433914], [1.576731, -0.538911, 1.534085], [-0.940546, 0.530189, 0.554640], [-1.686999, -0.532546, 0.725138], [-1.131956, 1.707527, 0.748614], [1.159267, -0.614136, -2.048521], [0.860166, -1.784997, -1.062207], [-0.349086, -0.911183, -1.796644], [0.598229, 2.230289, -0.117385], [1.914109, 0.752952, 1.980372], [-1.438309, -1.314238, 0.203753], [-2.579737, -0.281348, 1.084039]],
  "forces_ev_per_a": [[-0.21, 1.51, -1.48], [1.42, 0.19, 3.17], [-0.37, 2.23, -0.83], [-0.70, 1.57, -0.84], [3.41, 0.53, -2.42], [-1.08, 1.54, 1.32], [-1.12, 0.31, 1.00], [1.07, 1.25, -0.07], [0.54, -2.41, 1.71], [-1.88, -0.12, -0.25], [0.45, -2.70, -0.29], [-0.47, -1.38, -0.59], [-0.13, -1.68, -0.54], [-0.94, -0.83, 0.10]],
  "nbo_charge": [-0.72, 0.29, -0.71, -0.29, 0.64, -0.79, -0.63, 0.26, 0.24, 0.22, 0.52, 0.14, 0.41, 0.41]
}

No. 9
{
  "formula": "C3H7NO2S",
  "method": "ωB97M-V with the def2-TZVPD basis set",
  "multiplicity": 1,
  "e_above_lowest_kj_mol": 742.6,
  "homo_lumo_gap_ev": [7.219, 7.220],
  "fmax_ev_per_a": 6.03,
  "lumo_ev": [-0.8, -0.8],
  "elements": ["C", "C", "C", "N", "O", "O", "S", "H", "H", "H", "H", "H", "H", "H"],
  "xyz": [[1.404350, -0.071120, 2.149210], [-0.726755, 0.851976, 1.119917], [-1.587469, 1.981160, 1.083769], [-0.778885, -0.085021, 0.163788], [3.408483, -1.593431, -0.643793], [2.199767, -0.890666, -2.495229], [2.355172, -0.739097, -1.080329], [0.884601, -0.813939, 2.869696], [1.758790, 0.796649, 2.842268], [-1.132586, 2.996950, 1.067471], [-2.161540, 1.807923, 0.165040], [-2.203730, 2.057077, 1.936374], [-1.471572, 0.035407, -0.597129], [-0.244775, -0.925079, 0.073011]],
  "forces_ev_per_a": [[-0.88, 0.51, 0.82], [4.30, -4.17, 0.70], [-0.61, 1.17, -2.25], [-2.11, 3.06, 0.41], [0.37, -0.02, 1.54], [-1.20, 0.85, -0.73], [0.98, -0.80, -0.76], [0.39, 1.15, -0.75], [-0.82, -1.13, -0.90], [0.34, -0.96, -0.22], [-0.82, 0.92, -0.01], [-0.88, -0.40, 1.06], [0.32, -0.14, 0.30], [0.63, -0.05, 0.80]],
  "nbo_charge": [-0.52, 0.31, -0.76, -0.73, -0.82, -0.85, 1.67, 0.11, 0.11, 0.27, 0.18, 0.27, 0.35, 0.41]
}

No. 10
{
  "formula": "C3H7NO2S",
  "method": "ωB97M-V with the def2-TZVPD basis set",
  "multiplicity": 1,
  "e_above_lowest_kj_mol": 221.0,
  "homo_lumo_gap_ev": 10.431,
  "fmax_ev_per_a": 3.85,
  "lumo_ev": 0.1,
  "elements": ["C", "C", "C", "N", "O", "O", "S", "H", "H", "H", "H", "H", "H", "H"],
  "xyz": [[0.491235, -0.490964, 0.653907], [2.005279, 0.706770, -1.116568], [0.647303, 0.688299, -0.286198], [-0.717194, -0.747290, 0.940440], [-3.602729, -0.194794, -0.438088], [-3.606289, -1.568702, 1.608411], [-3.306475, -0.342280, 0.939959], [1.445242, -0.916632, 0.846954], [2.861667, 0.217514, -0.685497], [2.402576, 1.709203, -1.427482], [1.830104, 0.141975, -1.957093], [-0.135441, 0.860932, -1.018004], [0.508901, 1.539127, 0.479228], [-0.824178, -1.603158, 1.460032]],
  "forces_ev_per_a": [[-1.87, 1.90, -2.77], [-0.28, 1.88, 1.91], [1.83, 1.92, 1.00], [0.88, -1.08, 0.26], [-0.22, -0.23, -1.03], [0.02, -0.52, -0.12], [0.03, 0.96, 1.09], [0.46, -1.25, 0.99], [0.21, -0.22, 0.92], [-0.83, -0.73, 0.33], [-0.50, -1.10, -2.28], [-0.46, -0.54, 0.30], [0.71, -0.62, -1.34], [0.02, -0.38, 0.74]],
  "nbo_charge": [0.18, -0.62, -0.47, -0.66, -0.86, -0.88, 1.70, 0.17, 0.20, 0.22, 0.21, 0.23, 0.22, 0.35]
}

No. 11
{
  "formula": "C3H7NO2S",
  "method": "ωB97M-V with the def2-TZVPD basis set",
  "multiplicity": 3,
  "e_above_lowest_kj_mol": 230.9,
  "homo_lumo_gap_ev": [5.505, 6.310],
  "s2": 2.01,
  "fmax_ev_per_a": 4.30,
  "lumo_ev": [0.7, -2.9],
  "elements": ["C", "C", "C", "N", "O", "O", "S", "H", "H", "H", "H", "H", "H", "H"],
  "xyz": [[-0.531458, 0.509619, -1.146215], [-1.259080, -0.397617, 0.938056], [1.181671, -0.587807, 0.212679], [-0.167286, -0.088495, 0.007888], [0.512701, 0.978288, -1.859047], [1.750822, -0.123380, 1.413907], [-2.116339, 0.859823, -1.554891], [-2.062446, -1.013869, 0.608478], [-0.768044, -0.744729, 1.833138], [-1.637073, 0.524264, 1.203937], [1.072228, -1.678958, 0.344619], [1.748333, -0.241813, -0.734711], [-0.102738, 1.423570, -2.543673], [2.378709, 0.581104, 1.275836]],
  "forces_ev_per_a": [[0.75, -1.68, 0.82], [2.68, -0.21, 0.06], [-0.42, 0.17, -1.39], [-0.45, -0.60, 1.69], [-1.66, 2.46, -3.12], [-0.11, -0.36, 0.25], [-1.69, 0.56, -0.43], [-0.34, -0.96, -0.56], [-0.19, -0.60, 0.35], [-1.29, 2.04, 0.73], [0.62, 0.25, -0.30], [-0.60, -1.10, 1.77], [2.64, -0.35, 0.43], [0.07, 0.37, -0.30]],
  "mulliken_spin": [0.65, 0.02, 0.04, 0.08, 0.06, 0.00, 1.15, -0.02, 0.01, 0.01, -0.02, 0.01, 0.00, 0.00]
}

No. 12
{
  "formula": "C3H7NO2S2",
  "method": "ωB97M-V with the def2-TZVPD basis set",
  "multiplicity": 1,
  "e_above_lowest_kj_mol": 300.2,
  "homo_lumo_gap_ev": 9.071,
  "fmax_ev_per_a": 5.15,
  "lumo_ev": 0.3,
  "smiles": "C1=NCCS1.OSO",
  "elements": ["C", "N", "C", "C", "S", "H", "H", "H", "H", "H", "O", "S", "O", "H", "H"],
  "xyz": [[-0.401811, 0.857053, -0.779043], [-1.000214, -0.103698, -1.274124], [-2.124505, -0.512017, -0.503300], [-2.139262, 0.148728, 0.904954], [-0.890286, 1.533906, 0.774608], [0.361462, 1.235271, -1.258502], [-1.863042, -1.595098, -0.298691], [-3.114925, -0.220300, -1.064514], [-3.109393, 0.554096, 1.081106], [-1.846845, -0.427201, 1.711499], [3.870437, 0.174135, 1.275706], [3.036480, 0.539102, -0.199082], [3.243331, -0.626455, -1.255127], [3.239990, -0.019012, 1.961264], [2.738581, -1.538514, -1.076759]],
  "forces_ev_per_a": [[-2.42, -0.47, 2.63], [-0.68, -0.56, -1.21], [-0.94, -1.25, 0.81], [0.28, 2.12, -1.99], [-0.64, -0.49, -0.05], [4.07, 2.26, -2.19], [-1.55, 0.73, -0.67], [1.86, -1.25, 0.94], [-0.59, 0.42, 0.36], [0.56, -1.51, 1.37], [0.18, 0.37, -2.20], [0.05, 0.79, 2.30], [-0.64, -3.89, 0.03], [-0.73, -0.30, 0.23], [1.19, 3.03, -0.35]],
  "nbo_charge": [-0.02, -0.42, -0.27, -0.51, 0.16, 0.18, 0.22, 0.22, 0.22, 0.21, -0.86, 0.75, -0.86, 0.48, 0.50]
}